A cluster of 11 separate species, C11H40N20O13 in total in a non-equilibrium geometry. Source: the Open Molecules 2025 dataset; level of theory: ωB97M-V with the def2-TZVPD basis set.

Results
**Charge**: -2
**E_HOMO**: -0.050 Ha
**HOMO-LUMO gap**: 4.71 eV
**Spin multiplicity**: 1

```
84
C11H40N20O13 (ωB97M-V with the def2-TZVPD basis set)
C -0.47923 -0.51846 0.66836
O -0.59311 0.71284 0.40383
O 0.59632 -1.12336 0.41722
O -1.45823 -1.15456 1.07464
C 2.05096 4.42628 -3.69299
O 2.59123 5.34294 -4.31558
N 2.22754 3.15990 -3.93891
N 1.48791 4.58538 -2.53492
H 2.74095 2.76598 -4.71437
H 2.07878 2.40660 -3.28278
H 1.59286 5.52500 -2.17966
H 1.18910 3.80534 -1.96715
C -2.29143 3.26924 -3.94777
O -2.38259 3.61400 -5.12037
N -2.85383 3.95151 -2.99662
N -1.85244 2.12365 -3.47530
H -2.62798 3.56790 -2.09001
H -3.36864 4.81062 -3.12697
H -1.72507 1.94276 -2.48983
H -1.46284 1.56855 -4.22374
C -3.90479 5.07555 1.86198
O -4.09081 6.18093 2.19021
N -4.78868 4.23286 1.38835
N -2.72303 4.45800 1.93186
H -5.64149 4.61759 1.00781
H -4.55048 3.28814 1.12214
H -1.89001 4.98489 2.15222
H -2.63014 3.47679 1.71119
C 4.40757 -5.25119 0.37738
O 5.18140 -6.17609 0.43493
N 4.71423 -3.98244 0.46819
N 3.11860 -5.37147 0.26754
H 3.90797 -3.37734 0.40573
H 5.66160 -3.71810 0.23859
H 2.60256 -4.51071 0.15399
H 2.76656 -6.29183 0.04591
C -1.10029 -4.58446 -2.67317
O -1.22099 -5.47892 -3.50122
N -1.19658 -4.71146 -1.37450
N -0.95212 -3.29130 -2.98435
H -1.38761 -5.58749 -0.90954
H -1.30925 -3.85082 -0.85808
H -0.89663 -3.18608 -3.98732
H -0.86978 -2.63237 -2.22335
C -5.26435 -1.82892 -1.31980
O -5.87846 -2.37489 -2.21108
N -5.38389 -2.12511 -0.02380
N -4.46325 -0.80878 -1.39336
H -4.49882 -1.87512 0.39364
H -6.05778 -2.84265 0.20226
H -3.99035 -0.55083 -0.53900
H -4.23001 -0.21721 -2.17805
C 3.45620 3.45024 1.96779
O 4.37620 4.12113 2.44718
N 2.13858 3.66123 2.11127
N 3.71249 2.31772 1.30154
H 1.50990 3.24123 1.44159
H 1.94630 4.54230 2.56604
H 4.67009 2.21897 0.99602
H 2.89747 1.88415 0.89183
C 4.86792 -1.64771 -4.30100
O 5.80113 -1.70388 -5.12304
N 3.62339 -2.17464 -4.34097
N 4.94300 -0.95282 -3.21091
H 3.24301 -2.40984 -3.43538
H 3.42742 -2.63825 -5.21662
H 4.23798 -0.85216 -2.49473
H 5.88806 -0.70479 -2.95508
C -2.17584 0.63728 5.95526
O -2.45201 0.79315 7.10875
N -1.16583 1.27078 5.45462
N -2.83761 -0.13979 5.11532
H -0.82803 0.84109 4.60530
H -0.63200 1.85404 6.08305
H -2.43192 -0.26356 4.19870
H -3.31024 -0.88725 5.60321
C 0.98209 -3.07977 4.74347
O 1.26343 -3.54215 5.81764
N 1.23371 -1.91485 4.34820
N 0.29420 -3.69223 3.85376
H 1.59814 -1.23477 4.99995
H 1.04011 -1.77921 3.36625
H -0.20909 -3.12654 3.18534
H -0.00937 -4.56043 4.27111
```

---

A cluster of 9 separate species, C11H40O9 in total in a non-equilibrium geometry. Source: the Open Molecules 2025 dataset; level of theory: ωB97M-V with the def2-TZVPD basis set.

Results
**Charge**: -1
**E_HOMO (alpha / beta)**: 0.015 / -0.262 Ha
**HOMO-LUMO gap (alpha / beta)**: 2.17 / 9.66 eV
**Spin multiplicity**: 2

```
60
C11H40O9 (ωB97M-V with the def2-TZVPD basis set)
C 1.20246 -2.82914 -2.60927
O 2.10253 -1.96885 -3.27723
H 0.36410 -3.19364 -3.20289
H 1.75433 -3.69743 -2.24925
H 0.70491 -2.37538 -1.75215
H 2.44163 -2.51009 -3.99394
C 0.51952 1.68525 2.54747
O 1.84042 1.33658 2.72055
H 0.08892 2.39707 3.25173
H 0.50206 2.01136 1.50754
H -0.10014 0.79831 2.67966
H 2.08246 0.76895 1.98514
C -2.93360 -2.80657 -0.02619
O -1.54668 -2.57863 0.34426
H -3.39489 -3.32205 0.81618
H -3.41995 -1.86086 -0.26532
H -2.94994 -3.52747 -0.84358
H -1.24709 -3.43994 0.64427
C -0.37963 0.18292 -3.43982
O 0.03259 -0.61636 -4.55019
H -0.79419 -0.34540 -2.58127
H 0.51524 0.68138 -3.06719
H -1.18956 0.83633 -3.76413
H 0.80714 -1.15705 -4.37894
C -2.59130 -1.37933 3.29433
O -2.98674 -0.61920 4.39369
H -2.81035 -0.83183 2.37762
H -1.51877 -1.54856 3.38997
H -3.08966 -2.34367 3.19539
H -3.04176 -1.19323 5.16120
C -3.24541 3.76565 0.80126
C -2.70073 2.46393 0.13183
O -2.83029 1.36481 1.01848
H -4.28316 3.69475 1.12706
H -3.27558 4.61964 0.12458
H -2.60113 3.96313 1.65800
H -1.65939 2.61183 -0.15427
H -3.23324 2.20616 -0.78364
H -2.12750 0.77922 0.72735
C 3.95788 -1.87648 1.72494
C 2.59157 -1.91779 0.99834
O 2.20292 -0.60217 0.44631
H 4.79760 -1.99618 1.04037
H 4.07571 -2.75582 2.35818
H 4.15197 -0.94517 2.25701
H 1.87510 -2.31201 1.71900
H 2.60065 -2.62560 0.16947
H 2.80047 -0.47475 -0.29416
C 1.05353 2.60876 -1.20882
C 2.58506 2.85993 -1.34465
O 3.03337 2.22376 -2.52817
H 0.72114 1.59365 -0.99163
H 0.47671 3.04006 -2.02696
H 0.72551 3.19441 -0.35002
H 3.12306 2.57537 -0.44039
H 2.72746 3.93643 -1.43935
H 3.03407 2.79865 -3.29700
O -0.71777 -0.11610 0.08367
H -1.05732 -1.01100 0.09346
H 0.23365 -0.22053 0.07210
```

---

A cluster of 9 separate species, C11H40O9 in total in a non-equilibrium geometry. Source: the Open Molecules 2025 dataset; level of theory: ωB97M-V with the def2-TZVPD basis set.

Results
**E_HOMO**: -0.370 Ha
**HOMO-LUMO gap**: 10.20 eV
**Spin multiplicity**: 1

```
60
C11H40O9 (ωB97M-V with the def2-TZVPD basis set)
C -5.75651 -4.70144 1.66984
C -6.78407 -3.59821 1.39323
C -7.60382 -3.20639 2.58541
O -6.10216 -2.45189 0.97224
H -6.22313 -5.64770 1.94359
H -5.05734 -4.31928 2.41363
H -5.11375 -4.86853 0.80553
H -7.47697 -3.88368 0.60173
H -7.06471 -3.02196 3.51463
H -8.24784 -4.00838 2.94616
H -8.22691 -2.33072 2.40364
H -6.71004 -1.85172 0.53421
C 4.71405 -0.47708 -5.48534
O 4.11431 -0.84184 -6.62746
H 4.51051 0.58264 -5.33153
H 4.31952 -1.07300 -4.66234
H 5.79199 -0.58683 -5.60410
H 3.18317 -0.61390 -6.57627
C -3.17078 0.74192 6.55821
O -2.60789 1.54714 7.58533
H -4.25970 0.72261 6.60286
H -2.96809 1.21860 5.59915
H -2.86271 -0.30293 6.51980
H -2.56420 2.45915 7.28883
C 5.86399 -0.80572 3.75224
O 5.19714 0.31021 4.39058
H 5.84069 -0.55768 2.69110
H 6.88490 -1.02491 4.06499
H 5.28339 -1.71027 3.93334
H 4.78390 -0.05723 5.17532
C 0.25989 -6.67319 -3.31470
O 0.93149 -7.75741 -3.99408
H 0.76454 -5.70813 -3.26898
H -0.71012 -6.43894 -3.75323
H 0.07631 -7.02209 -2.29849
H 0.26211 -8.44062 -4.07628
C -2.54689 1.46100 -4.98667
O -1.60587 0.38926 -5.07749
H -3.48315 1.03627 -4.62456
H -2.20364 2.22315 -4.28711
H -2.72647 1.90501 -5.96581
H -1.48894 0.04597 -4.18864
C 4.69252 6.33969 3.02927
O 5.84425 5.48156 2.72928
H 3.80807 5.76829 2.74756
H 4.71399 6.63852 4.07730
H 4.65892 7.19044 2.34871
H 5.67717 4.69098 3.24760
C 3.74156 6.70137 -3.81547
O 3.32341 8.04024 -3.64868
H 3.86869 6.55837 -4.88854
H 4.70561 6.48620 -3.35459
H 3.04843 5.94290 -3.45161
H 4.09796 8.60712 -3.63090
C 0.06099 0.41349 0.56062
O -0.42034 -0.84338 -0.01298
H -0.86218 0.99257 0.53734
H 0.43915 0.21632 1.56371
H 0.73266 0.96343 -0.09859
H -1.34708 -0.84937 0.23745
```

---

A structure of composition C11H41CaN12O10 in a non-equilibrium geometry. Source: the Open Molecules 2025 dataset; level of theory: ωB97M-V with the def2-TZVPD basis set.

Results
**E_HOMO (alpha / beta)**: -0.129 / -0.303 Ha
**HOMO-LUMO gap (alpha / beta)**: 3.09 / 7.82 eV
**Spin multiplicity**: 2

```
75
C11H41CaN12O10 (ωB97M-V with the def2-TZVPD basis set)
Ca -4.02479 -1.19162 1.75178
C -0.36810 0.34736 -0.26241
C -0.45863 -0.35886 1.13997
O -1.64713 -1.04075 1.49899
H 0.60025 0.82750 -0.40337
H -1.26516 0.92976 -0.47265
H -0.31216 -0.45086 -1.00256
H -0.35030 0.33576 1.97296
H 0.41251 -1.01325 1.10862
C 0.95294 -4.16962 1.06698
O -0.22205 -3.90637 1.81838
H 1.36526 -5.15439 1.28679
H 0.75708 -4.12752 -0.00445
H 1.61934 -3.31331 1.17073
H -0.50967 -3.01603 1.60350
C 2.09049 -1.63429 4.04722
O 2.77052 -2.68177 3.24711
H 2.69326 -1.29500 4.88963
H 1.94677 -0.78556 3.37856
H 1.06027 -1.79282 4.36600
H 2.39339 -3.51951 3.52558
C -0.60540 2.62454 -3.52175
O 0.08580 3.57073 -2.80173
H -0.92460 1.82009 -2.85912
H -1.50762 3.01178 -3.99519
H 0.05640 2.18263 -4.26662
H 0.98316 3.32972 -2.56036
C -4.21725 2.21413 1.62821
O -4.14902 1.09303 2.07995
N -3.08108 2.94189 1.54337
N -5.31502 2.79881 1.06532
H -3.07142 3.84929 1.09995
H -2.22207 2.53729 1.88761
H -5.23659 3.60392 0.46055
H -6.24562 2.41281 1.13676
C 0.21659 -1.27412 -3.80288
O -0.82099 -0.62327 -3.88907
N 1.37846 -0.77227 -3.53134
N 0.36107 -2.57991 -3.82907
H 1.47151 0.13303 -3.09330
H 2.18866 -1.37531 -3.53433
H -0.50300 -3.09809 -3.89959
H 1.23727 -2.89907 -4.21704
C 3.08487 2.30543 -1.87882
O 2.44623 3.06894 -1.22797
N 3.71306 2.71049 -2.98229
N 3.27025 1.04318 -1.61135
H 4.40771 2.20583 -3.51415
H 3.56803 3.69265 -3.16784
H 2.86723 0.78187 -0.72287
H 3.93181 0.49539 -2.14272
C 4.70189 -1.53746 0.40554
O 5.52692 -1.11946 1.22079
N 3.42963 -1.62033 0.70587
N 5.00253 -1.76158 -0.83059
H 2.70399 -1.98404 0.10482
H 3.17889 -1.78625 1.67008
H 5.87971 -1.35604 -1.12417
H 4.52649 -2.52568 -1.28845
C -1.55309 2.33221 4.99042
O -1.98266 3.18700 5.78563
N -2.07328 1.17450 4.77050
N -0.66713 2.63473 4.11084
H -2.94170 0.98163 5.24878
H -1.68729 0.35202 4.32933
H -0.26742 3.56084 4.16221
H -0.31724 2.11200 3.32063
C -3.97660 -0.84821 -1.62252
O -4.35107 -0.91042 -0.45792
N -4.56589 -1.43254 -2.60536
N -2.90518 -0.31220 -2.09600
H -5.19558 -2.19458 -2.39831
H -4.39543 -1.27844 -3.58887
H -2.31006 -0.02413 -1.33248
H -2.63307 -0.43805 -3.06048
```

---

A cluster of 11 separate species, C11H44N22O11 in total in a non-equilibrium geometry. Source: the Open Molecules 2025 dataset; level of theory: ωB97M-V with the def2-TZVPD basis set.

Results
**E_HOMO**: -0.347 Ha
**HOMO-LUMO gap**: 9.68 eV
**Spin multiplicity**: 1

```
88
C11H44N22O11 (ωB97M-V with the def2-TZVPD basis set)
C -3.27319 0.88478 -3.77919
O -3.61847 1.89302 -3.22608
N -2.08896 0.18446 -3.49481
N -4.04965 0.24300 -4.75185
H -1.76375 0.60842 -2.60944
H -2.32324 -0.77749 -3.36054
H -3.83801 -0.67966 -5.05611
H -5.01365 0.29048 -4.48062
C 3.47553 -4.59752 -0.52679
O 3.04618 -5.72652 -0.63662
N 2.66439 -3.49063 -0.67220
N 4.74717 -4.33177 -0.10769
H 1.79585 -3.70837 -1.12730
H 3.06340 -2.55676 -0.76260
H 5.15591 -3.40599 -0.16145
H 5.35318 -5.08796 -0.14472
C -3.69372 -3.14642 -1.35774
O -2.99614 -2.44099 -2.05243
N -4.69053 -2.69526 -0.54543
N -3.48807 -4.45958 -1.29456
H -4.80898 -1.68117 -0.58860
H -4.58331 -3.11767 0.38025
H -2.63154 -4.78616 -1.67152
H -3.93325 -5.08013 -0.63700
C -4.42025 0.84455 0.75410
O -5.26082 0.01433 0.35505
N -3.27563 1.22717 -0.03189
N -4.50615 1.49017 2.05652
H -3.42327 1.34873 -1.04055
H -2.89862 2.06458 0.40630
H -4.27877 2.48348 1.99057
H -5.44765 1.31653 2.39363
C 1.86389 -2.86468 3.56203
O 1.42515 -2.68720 4.71552
N 1.07651 -3.43537 2.55917
N 3.10628 -2.47272 3.10216
H 0.08900 -3.57269 2.51789
H 1.54236 -3.69929 1.68741
H 3.84273 -2.44885 3.79727
H 3.53097 -2.61017 2.19662
C -1.27810 0.59208 4.33769
O -0.96897 1.61862 3.73695
N -0.38144 -0.25388 4.94793
N -2.52757 0.22535 4.57162
H -0.40373 -1.23546 4.66522
H 0.53161 0.10031 5.19145
H -2.71048 -0.48536 5.26654
H -3.35335 0.44101 3.98887
C 2.25944 0.50098 -3.69655
O 1.35560 1.30226 -3.56406
N 3.59875 0.83712 -3.52255
N 2.04543 -0.82548 -4.03731
H 3.88885 1.80406 -3.22988
H 4.35409 0.18459 -3.62959
H 2.74621 -1.54964 -3.95446
H 1.10396 -1.06709 -3.94299
C -1.60266 4.43519 1.29251
O -2.75627 3.98246 1.29041
N -1.30738 5.73580 0.75182
N -0.54238 3.76673 1.73468
H -2.17298 6.09807 0.35560
H -0.79200 6.23715 1.44359
H 0.42476 4.07576 1.57720
H -0.67096 2.91400 2.29693
C -0.01223 -0.65593 -0.07943
O 0.94955 -1.17129 -0.64553
N 0.03802 0.32387 0.90095
N -1.30507 -0.97258 -0.34404
H -0.75730 0.65532 1.38135
H 0.92117 0.77074 1.07806
H -1.28521 -1.57869 -1.15987
H -2.04272 -0.29362 -0.27872
C 4.67686 -0.34202 0.16857
O 4.79339 -1.56132 0.01652
N 3.53886 0.33272 -0.18282
N 5.64699 0.40824 0.75245
H 3.56571 1.35316 -0.16349
H 2.79751 -0.09237 -0.71745
H 6.24876 -0.15782 1.30532
H 5.32613 1.34381 1.04384
C 1.84955 4.05088 -1.24284
O 2.95192 4.04285 -1.76844
N 1.13368 2.86765 -1.00708
N 1.26348 5.22536 -0.80157
H 0.20173 3.15737 -0.73155
H 1.14146 2.21504 -1.78831
H 1.78188 6.00598 -1.19657
H 0.26254 5.30535 -0.76773
```

---

A structure of composition C11H44N22O11Ti in a non-equilibrium geometry. Source: the Open Molecules 2025 dataset; level of theory: ωB97M-V with the def2-TZVPD basis set.

Results
**Charge**: +1
**E_HOMO (alpha / beta)**: -0.274 / -0.368 Ha
**HOMO-LUMO gap (alpha / beta)**: 5.16 / 3.33 eV
**Spin multiplicity**: 4

```
89
C11H44N22O11Ti (ωB97M-V with the def2-TZVPD basis set)
Ti 11.42428 12.18738 12.32170
C 9.02192 10.68000 10.98186
O 9.71330 11.06624 11.93867
N 9.70829 10.24281 9.91566
N 7.61917 10.55442 11.01042
H 9.26525 10.36379 9.00857
H 10.69243 10.43389 9.91171
H 7.18261 11.31401 11.49707
H 7.27618 10.42479 10.10875
C 13.28047 9.75194 11.84884
O 12.87604 10.82879 11.43318
N 12.74332 9.13273 12.94674
N 14.26760 9.06559 11.08943
H 12.97263 8.22837 13.28004
H 12.15307 9.67639 13.56168
H 14.98188 9.68492 10.76230
H 14.80268 8.30366 11.52146
C 9.76977 14.97028 12.63081
O 9.78944 13.73709 12.78328
N 8.59638 15.63932 12.37201
N 10.93053 15.65741 12.56873
H 7.82966 15.14609 12.84458
H 8.74083 16.65302 12.55735
H 11.72174 15.03574 12.57273
H 11.04176 16.68378 12.46927
C 19.00664 7.76420 12.21999
O 19.29374 8.60421 13.02485
N 19.68649 7.66217 11.04602
N 18.08888 6.79759 12.44473
H 19.25695 7.08826 10.35983
H 20.42092 8.35899 10.87908
H 17.74101 6.80904 13.40970
H 18.23416 5.87295 12.08349
C 12.60470 13.68567 9.90074
O 11.42820 13.18408 10.53986
N 12.20908 15.04704 9.32838
N 12.87834 12.79311 8.78084
H 11.89333 15.70160 10.00532
H 13.00936 15.47548 8.90136
H 13.21686 11.93223 9.18470
H 12.12689 12.63822 8.11010
C 7.71654 14.66496 17.25824
O 8.37337 13.63933 17.13968
N 8.20353 15.80415 17.84946
N 6.39520 14.81158 16.84510
H 9.13231 15.81130 18.17244
H 7.56189 16.53781 18.02606
H 5.74528 14.08658 17.12030
H 5.87324 15.62738 17.10126
C 10.39254 16.62199 15.33291
O 9.18138 16.62072 15.32029
N 11.01616 17.76727 14.90647
N 11.23202 15.55628 15.67349
H 12.00263 17.99318 14.84288
H 10.48574 18.61171 14.72286
H 12.19227 15.35175 15.41267
H 10.68389 14.67884 15.74260
C 13.88796 13.09446 13.97409
O 12.98291 13.51078 13.20335
N 13.85654 13.27345 15.30612
N 14.96250 12.49847 13.32148
H 13.51694 13.88451 10.62169
H 14.73252 13.00851 15.74148
H 15.82766 12.27982 13.83491
H 15.02990 12.64608 12.31841
C 10.83014 11.66838 15.23184
O 11.45599 11.17572 14.26137
N 9.50909 11.41820 15.28879
N 11.42228 12.28549 16.27102
H 8.87083 12.02877 15.82135
H 9.18718 10.92716 14.47027
H 11.03991 12.63872 17.11591
H 12.36979 12.71453 16.02940
C 9.99168 7.34008 14.06002
O 11.15182 7.00352 14.10063
N 9.35446 7.83058 15.12907
N 9.25066 7.23156 12.93297
H 9.78970 7.71857 16.05470
H 8.43122 8.14548 15.08169
H 9.72300 6.59356 12.32886
H 8.29008 7.12840 12.90866
C 8.65872 12.85612 8.68930
O 7.88662 11.93542 8.36690
N 9.62518 13.37696 7.92438
N 8.46117 13.65921 9.82243
H 9.57341 13.06322 7.01978
H 10.30117 14.10034 7.92113
H 9.41206 13.70397 10.30008
H 7.72866 13.30634 10.44842
```

---

| no. | E (Eh) |
| --- | --- |
| 1 | -2516.6975 |
| 2 | -1120.0879 |
| 3 | -1120.0289 |
| 4 | -2530.8788 |
| 5 | -2478.3020 |
| 6 | -3327.4876 |